(1)
# C21H36N3OPdSSi3

A molecular structure, C21H36N3OPdSSi3 (wB97M-V/def2-TZVPD, the OMol25 dataset).

```
! RIJCOSX wB97M-V def2-TZVPD def2/J DEFGRID3
* xyz -1 1
Pd 0.87 -0.12 0.32
C 1.09 -3.83 0.49
Si -0.43 -2.70 0.32
C -0.96 -2.24 2.10
C -1.80 -3.95 -0.15
C -0.26 -1.43 -0.99
Si 1.09 -1.48 -2.20
C 1.18 0.06 -3.31
C 0.85 -2.90 -3.46
C 2.88 -1.77 -1.63
Si -1.55 -0.16 -1.14
C -2.75 -0.02 0.32
C -2.69 -0.49 -2.63
C -1.03 1.69 -1.49
C -1.85 2.50 -2.29
C -1.51 3.83 -2.52
C -0.35 4.33 -1.95
C 0.40 3.47 -1.17
N 0.08 2.20 -0.94
H 0.90 -4.56 1.28
H 2.00 -3.29 0.73
H 1.26 -4.39 -0.43
H -0.39 -2.86 2.80
H -2.02 -2.46 2.27
H -0.78 -1.20 2.35
H -1.90 -4.75 0.59
H -1.58 -4.41 -1.12
H -2.76 -3.44 -0.24
H 0.22 0.26 -3.80
H 1.91 -0.12 -4.10
H 1.47 0.95 -2.76
H -0.11 -2.78 -3.97
H 0.83 -3.86 -2.94
H 1.64 -2.93 -4.21
H 3.18 -1.10 -0.82
H 3.55 -1.60 -2.48
H 3.03 -2.80 -1.30
H -3.16 -1.00 0.59
H -3.59 0.62 0.03
H -2.27 0.40 1.20
H -2.98 -1.54 -2.60
H -2.18 -0.32 -3.58
H -3.61 0.11 -2.63
H -2.74 2.09 -2.73
H -2.14 4.46 -3.13
H -0.04 5.35 -2.10
H 1.32 3.82 -0.69
N 2.62 -0.98 2.78
C 1.88 0.09 3.15
N 1.21 0.80 2.28
C 0.49 1.80 2.93
C -0.40 2.69 2.32
C -1.06 3.62 3.10
C -0.85 3.68 4.48
C 0.01 2.79 5.10
C 0.66 1.86 4.32
S 1.76 0.60 4.82
H 2.33 -1.28 1.84
H 2.77 -1.70 3.47
H -0.56 2.61 1.26
H -1.75 4.31 2.63
H -1.38 4.42 5.07
H 0.16 2.82 6.18
O 3.49 2.31 0.38
H 2.62 1.90 0.53
H 3.70 2.04 -0.51
*
```

**Highest occupied orbital energy**: -3.12 eV
**Relative energy (zero: lowest compared OMol25 entry of this formula, charge and spin)**: 0.00 kcal per mole
**HOMO-LUMO gap**: 5.55 eV
**Energy**: -66832.2164 eV
**E_LUMO**: 2.428 eV


(2)
# C21H36N4NiPS3

A molecular structure, C21H36N4NiPS3 (wB97M-V/def2-TZVPD, the OMol25 dataset).

```
! RIJCOSX wB97M-V def2-TZVPD def2/J DEFGRID3
* xyz 2 4
Ni 0.24 0.06 0.28
C 3.68 0.27 -0.29
C 2.91 1.54 -0.21
N 1.62 1.64 -0.02
C 1.22 2.97 0.02
C 2.25 3.86 -0.16
S 3.73 3.04 -0.37
C -1.32 2.65 -0.10
C -2.52 3.28 -0.33
S -3.74 2.15 -0.70
C -2.59 0.88 -0.55
N -1.38 1.27 -0.23
C -3.01 -0.53 -0.74
H 3.03 -0.57 -0.08
H 4.51 0.28 0.42
H 4.12 0.14 -1.28
H 2.19 4.94 -0.23
H -2.71 4.34 -0.34
H -4.10 -0.63 -0.71
H -2.56 -1.14 0.03
H -2.67 -0.89 -1.71
S -0.35 5.00 0.80
C -0.14 3.39 0.22
C 1.39 0.45 4.68
C 1.39 0.51 3.13
N 0.07 0.14 2.60
C -0.33 -1.16 3.15
C -0.54 -1.07 4.68
N -0.03 0.27 5.12
C -0.88 1.35 4.53
C -0.91 1.16 3.00
H 1.78 1.36 5.13
H 1.96 -0.40 5.06
H 2.15 -0.16 2.73
H 1.63 1.52 2.79
H 0.45 -1.89 2.91
H -1.25 -1.48 2.66
H 0.00 -1.84 5.22
H -1.59 -1.13 4.95
H -0.07 0.33 6.13
H -0.45 2.31 4.82
H -1.88 1.29 4.97
H -0.67 2.09 2.49
H -1.89 0.83 2.66
C -2.26 -3.74 -0.04
C -0.75 -3.65 0.18
P 0.16 -2.15 -0.41
C 1.92 -2.73 -0.13
C 2.23 -4.23 -0.05
C -0.01 -2.22 -2.24
C 0.52 -3.48 -2.95
H -2.58 -4.77 0.13
H -2.53 -3.48 -1.07
H -2.83 -3.11 0.64
H -0.27 -4.48 -0.33
H -0.52 -3.76 1.25
H 2.27 -2.26 0.79
H 2.49 -2.29 -0.95
H 1.76 -4.70 0.82
H 3.31 -4.35 0.05
H 1.92 -4.76 -0.94
H 0.50 -1.33 -2.62
H -1.07 -2.09 -2.47
H 1.60 -3.56 -2.86
H 0.27 -3.42 -4.01
H 0.06 -4.39 -2.56
*
```

**<S²>**: 3.782
**Highest occupied orbital energy (spin up / spin down)**: -12.05 / -12.89 eV
**HOMO-LUMO gap (spin up / spin down)**: 6.97 / 5.41 eV
**Energy**: -111144.7720 eV
**E_LUMO (spin up / spin down)**: -5.076 / -7.481 eV


Q: Which value of energy does entry 2 give?
A: -111144.7720 eV